1.
DFT (the ωB97M-V functional and the def2-TZVPD basis) results for C30H36MoN7O7Se3Te2 as an isolated structure.

Properties
HOMO-LUMO gap (spin up / spin down) in Ha: 0.1889 / 0.1845
Spin multiplicity: 4
Energy above the lowest of the compared OMol25 structures with the same formula, charge and spin in kJ/mol: 193.5

Last column: Löwdin charge in e.
CARTESIAN COORDINATES (ANGSTROEM)
1 Mo 0.40519 2.77861 -0.33731  1.51
2 O 0.37489 6.20872 -2.75608  0.11
3 C 0.15634 5.26031 -1.83281  -0.50
4 O 1.07263 4.38497 -1.61507  -0.38
5 C -0.96299 5.26588 -1.00755  -0.20
6 C -1.97987 6.25329 -0.91702  -0.01
7 C -2.84906 6.20816 0.15593  -0.09
8 C -2.67398 5.26324 1.15662  -0.03
9 C -1.64579 4.29108 1.01630  -0.21
10 N -0.88182 4.22391 -0.11899  -0.07
11 C -1.19699 3.36693 1.97094  -0.46
12 O -1.76561 3.20617 3.18119  0.14
13 O -0.16789 2.66247 1.71986  -0.23
14 H 1.29564 6.13941 -3.04329  0.12
15 H -2.02597 7.01382 -1.68056  0.11
16 H -3.63483 6.94588 0.24534  0.10
17 H -3.30402 5.26679 2.03600  0.10
18 H -2.45245 3.87120 3.30397  0.10
19 Se 4.04638 2.33645 -2.27916  0.03
20 Se 5.19107 3.82782 -1.05241  -0.18
21 Te 3.57815 5.58310 -0.19491  0.38
22 Se 2.02292 4.19124 1.15764  0.17
23 N -1.87258 0.32883 -4.42779  0.15
24 N -1.02391 1.24570 -3.87146  -0.25
25 N -0.51133 2.25713 -4.53484  0.16
26 C 0.21985 2.83994 -3.61084  -0.15
27 N 0.12544 2.20390 -2.42154  -0.07
28 N -0.66049 1.16339 -2.63985  0.09
29 H -2.22529 0.68742 -5.30389  0.10
30 H -2.60336 0.09564 -3.76760  0.11
31 H 0.84287 3.68732 -3.81361  0.11
32 C -3.13695 0.56164 0.54989  -0.07
33 C -1.99704 1.27316 -0.18808  -0.73
34 O -2.34454 2.18077 -0.96133  -0.05
35 N -0.69774 0.96489 -0.01671  -0.33
36 Te -0.52024 -0.99486 0.82489  1.98
37 C 0.35652 -2.59784 2.11177  -0.27
38 C -0.41872 -2.96741 3.22154  -0.30
39 C -1.82314 -2.46555 3.47871  -0.07
40 C 0.09491 -3.87927 4.14224  -0.02
41 C 1.35396 -4.43423 4.00005  -0.27
42 C 1.91142 -5.37807 5.02765  -0.05
43 C 2.10545 -4.07020 2.89020  -0.01
44 C 1.63054 -3.16112 1.95673  -0.27
45 C 2.51070 -2.79201 0.79485  -0.04
46 C -0.13833 -2.06251 -0.99753  -0.28
47 C 0.75994 -1.72883 -2.01236  -0.30
48 C 1.75852 -0.63025 -1.88484  -0.08
49 C 0.76873 -2.48271 -3.18376  -0.01
50 C -0.06629 -3.57127 -3.36310  -0.26
51 C -0.02578 -4.38611 -4.62418  -0.04
52 C -0.93157 -3.90745 -2.32917  -0.01
53 C -0.99065 -3.17491 -1.15360  -0.29
54 C -1.94235 -3.59985 -0.06698  -0.07
55 H -4.03170 1.15620 0.37850  0.08
56 H -2.94023 0.50178 1.62144  0.06
57 H -3.30594 -0.44421 0.16085  0.05
58 H -2.02500 -1.52294 2.97817  0.02
59 H -1.97857 -2.31940 4.54672  0.08
60 H -2.55372 -3.20295 3.13713  0.09
61 H -0.50986 -4.15461 4.99902  0.12
62 H 1.13042 -5.73378 5.69741  0.07
63 H 2.67087 -4.87150 5.62611  0.08
64 H 2.38536 -6.23722 4.55314  0.08
65 H 3.08869 -4.50520 2.75171  0.12
66 H 3.51030 -3.20407 0.92706  0.09
67 H 2.59776 -1.70872 0.71794  0.06
68 H 2.09815 -3.17422 -0.13930  0.08
69 H 1.32327 0.24145 -1.41615  0.01
70 H 2.15169 -0.35034 -2.86199  0.08
71 H 2.60495 -0.94610 -1.27360  0.08
72 H 1.46144 -2.19786 -3.96671  0.12
73 H 0.73308 -4.00810 -5.30623  0.08
74 H -0.99084 -4.35887 -5.13153  0.08
75 H 0.20260 -5.42708 -4.39333  0.08
76 H -1.58348 -4.76558 -2.44904  0.12
77 H -2.54047 -4.45284 -0.38098  0.09
78 H -2.61815 -2.78378 0.20220  0.06
79 H -1.38347 -3.87725 0.82819  0.07
80 C 2.93525 1.08404 2.63573  0.02
81 C 1.91147 0.76882 1.58145  -0.66
82 O 1.03507 -0.11212 1.93167  -0.23
83 O 1.96608 1.29507 0.46779  -0.21
84 H 2.85618 0.39948 3.47565  0.09
85 H 2.75835 2.10618 2.97225  0.05
86 H 3.92993 1.05099 2.19467  0.10

---

2.
DFT (the ωB97M-V functional and the def2-TZVPD basis) results for one molecule with the formula C30H36N2O6.

Properties
HOMO-LUMO gap in Ha: 0.3034
SMILES: COC(=O)C(OC)(C(=O)OC)[C@H](/C=C/N1[C@H](Cc2ccccc2)C(=O)N(C)C12CCCC2)c1ccccc1
Energy above the lowest of the compared OMol25 structures with the same formula, charge and spin in kJ/mol: 337.3

Last column: Löwdin charge in e.
CARTESIAN COORDINATES (ANGSTROEM)
1 C 1.01111 -2.03508 -2.73240  -0.04
2 O 1.84976 -1.10432 -2.03261  -0.09
3 C 1.62576 0.30479 -1.91071  -0.26
4 C 2.49854 0.97392 -2.99391  -0.39
5 O 2.06869 1.64548 -3.91555  0.13
6 O 3.79798 0.69355 -2.82949  -0.04
7 C 4.68753 1.01848 -3.93030  0.00
8 C 0.24295 0.84135 -2.24278  -0.39
9 O -0.37414 1.62413 -1.53078  0.11
10 O -0.27559 0.39267 -3.39291  -0.07
11 C -1.29379 1.22059 -4.00370  -0.01
12 H 1.63536 -2.53412 -3.48184  0.10
13 H 0.67250 -2.78582 -2.00325  0.07
14 H 0.15676 -1.55860 -3.22169  0.09
15 H 5.30510 0.13240 -4.08928  0.10
16 H 4.09131 1.25794 -4.81451  0.09
17 H 5.30062 1.87718 -3.63425  0.10
18 H -1.86331 0.54128 -4.63792  0.10
19 H -1.91901 1.68787 -3.23813  0.09
20 H -0.78184 1.98357 -4.59598  0.10
21 C -2.44522 -1.50585 4.30239  0.00
22 N -1.44778 -1.78098 3.30061  0.00
23 C -1.17973 -3.06562 2.91388  -0.39
24 O -1.65884 -4.09184 3.39966  0.05
25 C -0.21327 -2.99118 1.73600  -0.17
26 C -0.82996 -3.61587 0.48485  -0.07
27 C -2.05147 -2.83775 0.08028  -0.21
28 C -3.30654 -3.17839 0.59399  -0.03
29 C -4.43424 -2.44226 0.23424  -0.08
30 C -4.32694 -1.39019 -0.68157  -0.09
31 C -3.07688 -1.06951 -1.22186  -0.07
32 C -1.94272 -1.77610 -0.82090  -0.04
33 N 0.01638 -1.56647 1.59870  -0.01
34 C 0.91893 -1.05525 0.72036  -0.07
35 C 1.04768 0.26709 0.43292  -0.06
36 C 2.08167 0.72831 -0.52864  -0.18
37 C 2.41912 2.22817 -0.47214  -0.15
38 C 3.72773 2.64871 -0.72728  -0.04
39 C 4.03079 4.00928 -0.82384  -0.07
40 C 3.07488 4.96612 -0.45658  -0.09
41 C 1.81461 4.53980 -0.03595  -0.07
42 C 1.47404 3.18369 -0.10642  -0.03
43 C -0.78598 -0.74696 2.52492  -0.35
44 C -1.82344 0.18984 1.84874  -0.09
45 C -2.05643 1.30747 2.86434  -0.16
46 C -0.88012 1.28506 3.86680  -0.18
47 C 0.06896 0.17477 3.43365  -0.09
48 H -2.67152 -2.43683 4.82814  0.10
49 H -2.06257 -0.76720 5.00990  0.08
50 H -3.37407 -1.12080 3.85725  0.10
51 H 0.72167 -3.50714 2.02064  0.17
52 H -0.08114 -3.64649 -0.31576  0.10
53 H -1.11756 -4.64217 0.74694  0.13
54 H -3.38215 -4.02375 1.28463  0.12
55 H -5.40264 -2.70090 0.66434  0.10
56 H -5.21228 -0.82890 -0.98685  0.10
57 H -2.97310 -0.26923 -1.95691  0.10
58 H -0.95313 -1.51095 -1.21008  0.09
59 H 1.57372 -1.78464 0.22633  0.15
60 H 0.44085 1.03097 0.91160  0.09
61 H 2.99600 0.13701 -0.33408  0.17
62 H 4.50480 1.89564 -0.86617  0.12
63 H 5.01734 4.31311 -1.18247  0.10
64 H 3.31283 6.03058 -0.48482  0.10
65 H 1.06718 5.24639 0.33015  0.10
66 H 0.44617 2.89474 0.08916  0.10
67 H -1.41780 0.56505 0.90050  0.10
68 H -2.72599 -0.38721 1.60717  0.11
69 H -2.12602 2.27969 2.36293  0.11
70 H -3.00661 1.14159 3.38786  0.10
71 H -0.37045 2.25526 3.89319  0.11
72 H -1.24620 1.09064 4.88198  0.09
73 H 0.48817 -0.40958 4.26138  0.13
74 H 0.90298 0.56373 2.84386  0.10

---

3.
DFT (the ωB97M-V functional and the def2-TZVPD basis) results for a 2-piece molecular cluster, C30H36N3O overall.

Properties
HOMO-LUMO gap in Ha: 0.1408
Charge: +1
Energy above the lowest of the compared OMol25 structures with the same formula, charge and spin in kJ/mol: 271.4

Last column: Löwdin charge in e.
CARTESIAN COORDINATES (ANGSTROEM)
1 C -3.07089 -0.47630 2.75608  -0.04
2 C -2.59561 -0.76405 1.33988  -0.36
3 C -3.51638 -1.72268 0.60332  -0.05
4 N -1.22876 -1.32859 1.38144  -0.03
5 N -1.01204 -2.63113 1.49783  0.16
6 N 0.28258 -2.74602 1.56428  -0.03
7 C 0.96155 -4.05239 1.68417  -0.35
8 C 0.62786 -4.90619 0.47494  -0.05
9 C 0.56508 -4.71610 2.99044  -0.04
10 C 0.98422 -1.51061 1.51492  -0.08
11 C 2.43718 -1.32170 1.55303  -0.18
12 C 3.12281 -1.16189 2.77313  -0.02
13 C 4.49026 -1.03377 2.80056  -0.07
14 C 5.21694 -1.06299 1.62251  -0.07
15 C 4.56734 -1.22083 0.41054  -0.08
16 C 3.20103 -1.35251 0.37080  -0.03
17 C -0.04690 -0.54807 1.41038  -0.25
18 C 0.06602 0.80772 1.35623  0.02
19 H -4.07378 -0.04684 2.76217  0.09
20 H -3.09255 -1.39545 3.34266  0.09
21 H -2.39985 0.21762 3.26578  0.08
22 H -2.53816 0.17838 0.77054  0.14
23 H -4.52934 -1.32640 0.52724  0.09
24 H -3.14601 -1.92149 -0.40453  0.07
25 H -3.56191 -2.67840 1.12641  0.08
26 H 2.04342 -3.84964 1.69620  0.15
27 H 1.13447 -5.87017 0.51772  0.09
28 H -0.44505 -5.09041 0.42628  0.08
29 H 0.91506 -4.40862 -0.45312  0.08
30 H 1.06920 -5.67428 3.11555  0.09
31 H 0.80942 -4.08591 3.84756  0.08
32 H -0.50957 -4.89491 3.01526  0.08
33 H 2.55914 -1.15201 3.68935  0.12
34 H 5.00259 -0.92292 3.74285  0.11
35 H 6.29084 -0.97067 1.64925  0.11
36 H 5.13739 -1.25371 -0.50387  0.11
37 H 2.69807 -1.49559 -0.56855  0.09
38 H 1.02911 1.27301 1.37554  0.04
39 H -0.79599 1.43703 1.28480  0.03
40 C -4.29021 -1.24224 -4.01294  -0.08
41 O -3.02287 -1.73507 -3.65526  -0.06
42 C -2.11026 -0.77440 -3.25922  -0.21
43 C -0.85572 -1.22410 -2.80055  0.02
44 C 0.08075 -0.34834 -2.33711  0.00
45 C -0.17075 1.04570 -2.27949  -0.20
46 C 0.81024 1.88852 -1.71711  0.10
47 C 0.74236 3.26071 -1.33865  -0.20
48 C 1.94928 3.92709 -1.04436  0.00
49 C 1.97399 5.26159 -0.73102  -0.02
50 C 0.80228 6.00850 -0.67500  -0.24
51 C 0.86664 7.47012 -0.38140  -0.03
52 C -0.40778 5.35046 -0.88711  -0.01
53 C -0.44462 4.00831 -1.19970  0.00
54 C -1.40099 1.49606 -2.82381  0.01
55 C -2.33908 0.61512 -3.28404  0.01
56 H -4.91301 -2.08402 -4.31629  0.10
57 H -4.75033 -0.75301 -3.15498  0.10
58 H -4.20179 -0.55179 -4.85078  0.10
59 H -0.65876 -2.28136 -2.81665  0.13
60 H 1.02877 -0.71945 -1.98778  0.10
61 H 1.76183 1.41488 -1.53654  0.12
62 H 2.87110 3.37193 -1.08293  0.12
63 H 2.91355 5.74953 -0.53311  0.12
64 H -0.08394 7.96664 -0.58203  0.08
65 H 1.12752 7.64866 0.66301  0.10
66 H 1.62701 7.94901 -1.00119  0.09
67 H -1.32468 5.90874 -0.80984  0.12
68 H -1.39473 3.51070 -1.27764  0.10
69 H -1.56913 2.55165 -2.93371  0.11
70 H -3.26543 0.98936 -3.68231  0.11

---

What did we get for largest force on an atom? Answer: 2.3 2.7 2.8 eV/A, in the order shown.